{"formula": "C10H16O", "method": "ωB97M-V with the def2-TZVPD basis set", "smiles": "CCc1ccc(O)cc1.CC", "e_above_lowest_ev": 2.095, "mol_weight_g_mol": 152.24, "charge": 0, "homo_lumo_gap_ev": 9.65, "symbols": ["C", "C", "C", "C", "C", "C", "O", "C", "C", "H", "H", "H", "H", "H", "H", "H", "H", "H", "H", "C", "C", "H", "H", "H", "H", "H", "H"], "xyz": [[0.081, 3.370, -1.543], [0.602, 2.160, -2.274], [0.560, 0.816, -1.605], [-0.581, 0.037, -1.569], [-0.541, -1.099, -0.753], [0.458, -1.401, 0.145], [0.404, -2.360, 1.132], [1.649, -0.675, 0.016], [1.701, 0.333, -0.918], [0.763, 4.188, -1.701], [-0.212, 3.192, -0.525], [-0.859, 3.689, -2.048], [0.181, 2.033, -3.297], [1.647, 2.270, -2.592], [-1.526, 0.414, -1.911], [-1.396, -1.746, -0.824], [-0.050, -1.902, 1.906], [2.528, -0.953, 0.666], [2.665, 0.747, -1.160], [-1.393, -0.128, 3.232], [-2.027, -1.450, 2.788], [-1.698, 0.691, 2.622], [-1.610, 0.206, 4.246], [-0.331, -0.348, 3.096], [-1.334, -2.343, 2.799], [-2.394, -1.448, 1.782], [-2.751, -1.693, 3.569]], "forces_ev_per_angstrom": [[-1.496, 0.311, -1.394], [1.221, -1.385, -2.110], [0.192, -0.127, 0.487], [1.177, 0.172, 1.483], [-1.454, -0.642, 0.043], [1.292, 0.895, -0.478], [-1.156, 0.691, 1.102], [0.501, -0.585, 0.519], [-0.071, 0.361, -0.343], [0.253, 0.395, 0.551], [0.406, -0.024, 0.628], [0.430, -0.092, 0.375], [-0.472, 0.292, 0.712], [0.104, 0.416, 0.541], [-0.212, -0.231, -0.684], [-0.425, -0.262, 0.450], [0.897, -1.148, -1.483], [-1.015, 0.350, -0.938], [0.169, 0.571, 0.241], [0.898, -0.898, -0.348], [0.188, -1.067, 1.556], [-0.012, 0.519, -0.742], [0.149, -0.566, 0.120], [0.272, 1.146, 0.369], [-0.598, 1.005, 0.395], [-0.681, 0.214, -0.338], [-0.558, -0.312, -0.714]], "lowdin_charge": [-0.090, -0.239, -0.247, -0.030, -0.030, -0.342, -0.007, -0.015, -0.043, 0.064, 0.069, 0.080, 0.119, 0.103, 0.113, 0.109, 0.064, 0.138, 0.105, -0.141, -0.163, 0.056, 0.068, 0.057, 0.074, 0.058, 0.069]}